1.
Below is a single C5H14N2O molecule at a distorted geometry, with properties calculated with ωB97M-V/def2-TZVPD.

Each line ends with the Löwdin charge.
Positions of all 22 atoms, in Å:
O1 -1.5598 0.2742 1.2899  -0.037
N1 -1.7723 0.5053 -0.9660  0.073
N2 0.7839 1.2223 -1.2126  0.027
C1 1.5704 -0.8283 -0.1737  -0.067
C2 -0.9685 -0.1382 0.0710  -0.566
C3 0.5732 0.3365 -0.0206  -0.490
C4 0.9789 1.1621 1.2155  -0.048
C5 -1.1824 -1.6497 -0.0525  -0.041
H1 2.6037 -0.4634 -0.2309  0.083
H2 -0.7072 -2.1762 0.7831  0.083
H3 -2.2480 -1.9050 0.0136  0.084
H4 1.3874 -1.4055 -1.0869  0.078
H5 0.7596 0.6440 -2.0554  0.085
H6 -1.1076 1.1129 -1.4658  0.046
H7 -2.4764 -0.0475 1.2592  0.104
H8 -0.8027 -2.0535 -0.9957  0.081
H9 -2.3485 1.1982 -0.4909  0.083
H10 1.5214 -1.5101 0.6817  0.083
H11 0.8858 0.5652 2.1304  0.088
H12 2.0228 1.4933 1.1556  0.081
H13 1.7294 1.6061 -1.1757  0.084
H14 0.3568 2.0574 1.3266  0.088

SMILES string = CC(C)(N)[C@](C)(N)O
Charge = 0
Gap between HOMO and LUMO = 0.37391 Ha
Highest occupied orbital energy = -9.26 eV

---

2.
Below is a molecular structure, C24H49N3O5S2Si2 at a distorted geometry, with properties calculated with ωB97M-V/def2-TZVPD.

Each line ends with the Löwdin charge.
Positions of all 85 atoms, in Å:
S1 1.8437 -2.0311 -0.5593  0.783
S2 -0.1946 -0.3851 1.0097  0.577
Si1 3.7924 3.9248 1.6453  0.503
Si2 3.1147 2.7060 -0.7685  0.573
O1 4.8187 1.6808 4.6153  -0.036
O2 4.2208 5.3728 2.5469  -0.192
O3 2.7624 6.7842 3.0456  0.028
O4 4.0420 4.0570 -0.1057  -0.381
O5 6.6472 3.6682 3.2192  0.000
N1 -0.5320 -0.5290 -1.7119  -0.207
N2 4.6634 2.4457 2.1931  -0.030
N3 3.5235 6.4524 2.1419  -0.081
C1 -1.8022 -3.6130 -0.5661  -0.203
C2 3.2977 -1.2260 -1.4221  -0.463
C3 -0.0631 -5.3933 1.5211  -0.246
C4 -6.7841 0.8756 0.2640  -0.264
C5 -6.1992 0.8114 1.8184  -0.144
C6 -1.7028 -5.4243 1.5227  -0.226
C7 -4.8352 2.4633 -0.8917  -0.237
C8 6.1230 2.8281 2.3057  -0.304
C9 -4.1790 2.8731 -2.3368  -0.228
C10 3.9512 -0.0300 -0.4703  -0.297
C11 -2.3771 -5.0625 0.0391  -0.200
C12 -1.3531 -2.6526 -3.0231  -0.175
C13 -2.9987 1.8372 -2.8660  -0.213
C14 0.3772 -4.1964 2.6021  -0.154
C15 -0.9620 -3.8431 -1.9684  -0.213
C16 7.2073 2.2172 1.1935  -0.020
C17 -5.5859 0.9903 -0.8743  -0.228
C18 -0.5363 0.9626 -1.9528  -0.198
C19 4.2342 1.2797 -1.4168  -0.305
C20 -2.0580 1.4953 -1.5677  -0.186
C21 -0.3192 -1.3400 -2.9629  -0.201
C22 0.3207 -0.9508 -0.5478  -0.920
C23 2.4912 1.4726 3.5908  -0.042
C24 4.0961 1.9026 3.4865  -0.292
H1 0.7901 -1.6187 -3.2078  0.108
H2 -0.1005 -3.1511 2.3220  0.041
H3 7.0592 1.0608 1.0047  0.089
H4 -2.0434 2.3860 -0.7736  0.118
H5 -6.3739 -0.2538 2.3150  0.079
H6 -7.3076 -0.1824 0.0851  0.104
H7 -5.7000 3.2585 -0.6804  0.118
H8 -2.4213 2.2178 -3.8116  0.108
H9 -2.4639 -2.2444 -2.8975  0.120
H10 -2.1220 -4.5951 2.2723  0.117
H11 -6.6082 1.6988 2.4843  0.077
H12 2.3390 3.7049 1.8431  0.025
H13 2.2451 0.8878 4.5964  0.111
H14 4.1491 -2.0594 -1.4873  0.103
H15 -1.3960 -4.8534 -2.4340  0.109
H16 -5.0257 0.9508 1.7152  0.068
H17 -0.0713 -4.4962 3.6473  0.079
H18 0.4522 -6.4211 1.7625  0.106
H19 -4.0798 2.5893 0.0229  0.108
H20 0.1905 1.4765 -1.1689  0.083
H21 -3.6335 3.9258 -2.2047  0.118
H22 0.1838 -4.0287 -1.8231  0.081
H23 4.9760 -0.3826 -0.0190  0.107
H24 -7.6341 1.6731 0.1370  0.103
H25 -3.5257 -4.8467 0.2796  0.108
H26 5.3916 1.4935 -1.3687  0.081
H27 -1.2649 -3.0810 -4.1094  0.107
H28 1.5428 -4.0616 2.6030  0.074
H29 -0.6806 -0.6508 -3.8692  0.129
H30 2.2173 3.0773 -1.8651  -0.031
H31 2.2906 0.7758 2.6558  0.056
H32 -4.8062 0.1272 -0.6661  0.106
H33 -2.7061 -2.8761 -0.7924  0.111
H34 3.1020 -0.8861 -2.5253  0.081
H35 3.9745 1.1188 -2.5616  0.084
H36 3.2318 0.1675 0.4409  0.062
H37 -2.5973 0.5964 -0.9970  0.104
H38 -5.0795 2.9397 -3.1173  0.118
H39 -1.1759 -3.1440 0.3037  0.059
H40 2.2793 2.1363 0.3200  -0.034
H41 -6.0937 0.8311 -1.9195  0.110
H42 -3.5775 0.8400 -3.1754  0.112
H43 7.0375 2.7960 0.1904  0.085
H44 -2.2542 -5.9339 -0.7413  0.103
H45 0.3836 -5.0233 0.4779  0.094
H46 8.2906 2.4535 1.5757  0.099
H47 -2.0274 -6.5186 1.8387  0.109
H48 -0.1680 1.2966 -3.0119  0.127
H49 1.7665 2.4056 3.5856  0.084

Charge = 0
Gap between HOMO and LUMO = 0.28264 Ha
Highest occupied orbital energy = -8.71 eV

---

3.
Below is a single C4H4 molecule at a distorted geometry, with properties calculated with ωB97M-V/def2-TZVPD.

Each line ends with the Löwdin charge.
Positions of all 8 atoms, in Å:
C1 1.9560 -0.0767 -0.0361  0.061
C2 -1.7165 -0.3239 0.0426  -0.013
C3 0.7207 0.1114 -0.0083  -0.213
C4 -0.6429 0.3349 -0.1263  -0.295
H1 2.9942 -0.6926 0.3640  0.122
H2 -0.6883 1.5210 0.2367  0.165
H3 -1.6387 -1.4375 -0.0912  0.097
H4 -2.5707 0.3347 0.2590  0.076

SMILES string = C#CC=C
Charge = 0
Gap between HOMO and LUMO = 0.37119 Ha
Highest occupied orbital energy = -9.43 eV

---

| no. | energy (Eh) |
| --- | --- |
| 1 | -383.64665 |
| 2 | -2859.22594 |
| 3 | -154.64857 |